The molecule C4H6O2, computed with the ωB97M-V functional and the def2-TZVPD basis.

Summary:
Gap between HOMO and LUMO: 0.392 hartree
HOMO: -9.9 eV
SMILES string: O=C[C@@H]1C[C@@H]1O

Bonds (Å) are listed after each position.
Geometry (Å):
1 O 1.84 1.15 1.02  C2 1.210
2 C 1.09 0.22 1.24  O1 1.210, C3 1.502, H7 1.112
3 C 0.47 -0.63 0.17  C2 1.502, C4 1.498, C5 1.496, H8 1.088
4 C 0.22 -0.02 -1.17  C3 1.498, C5 1.502, H9 1.086, H10 1.087
5 C -0.93 -0.29 -0.25  C3 1.496, C4 1.502, O6 1.394, H11 1.091
6 O -1.51 0.77 0.44  C5 1.394, H12 0.965
7 H 0.83 -0.05 2.28  C2 1.112
8 H 0.71 -1.69 0.25  C3 1.088
9 H 0.36 -0.64 -2.06  C4 1.086
10 H 0.53 1.02 -1.26  C4 1.087
11 H -1.60 -1.12 -0.47  C5 1.091
12 H -2.02 1.29 -0.19  O6 0.965